Entry 1:
C35H33F12N7O8ReS | wB97M-V/def2-TZVPD

Output
HOMO (alpha / beta) ... -8.09 / -8.22 eV
Energy relative to the best compared isomer or geometry (same formula, charge and spin) ... 72.0 kJ/mol
2S+1 ... 2
E ... -4013.53492 Eh
HOMO-LUMO gap (alpha / beta) ... 6.7 / 7.2 eV
Expectation value of S² ... 0.890

Each line ends with the Löwdin spin population.
CARTESIAN COORDINATES (ANGSTROEM)
Re 0.73 0.34 -0.33  0.812
C 2.60 -4.60 3.95  -0.002
C 2.12 -3.33 3.29  -0.008
C 0.92 -2.74 3.67  0.001
C 0.52 -1.55 3.09  -0.007
C 1.28 -0.95 2.10  0.003
N 0.89 0.33 1.59  -0.002
C 0.87 1.41 2.51  0.001
C 1.39 1.22 3.80  0.000
C 1.32 2.20 4.77  0.000
C 0.72 3.42 4.49  0.000
C 0.56 4.49 5.54  0.000
C 0.28 3.63 3.19  -0.001
C 0.38 2.68 2.19  0.001
C -0.06 3.07 0.77  0.003
O 0.34 2.27 -0.27  0.073
C 0.59 4.46 0.39  0.001
F 1.88 4.47 0.75  0.000
F 0.54 4.66 -0.93  0.000
F 0.00 5.53 0.96  0.000
C -1.62 3.13 0.73  0.006
F -2.16 4.10 1.48  0.001
F -2.11 1.97 1.17  0.001
F -2.06 3.30 -0.53  0.001
C 2.43 -1.58 1.62  -0.006
C 2.85 -2.74 2.27  0.002
C 3.24 -1.04 0.42  0.004
O 2.68 0.01 -0.28  0.036
C 4.63 -0.55 0.91  0.000
F 4.51 0.13 2.06  0.000
F 5.46 -1.59 1.13  0.000
F 5.21 0.26 0.03  0.000
C 3.46 -2.16 -0.66  0.001
F 4.34 -1.74 -1.58  0.000
F 2.29 -2.38 -1.31  0.001
F 3.87 -3.34 -0.22  0.000
H 2.17 -4.72 4.94  0.000
H 3.69 -4.60 4.04  0.000
H 2.32 -5.47 3.35  -0.001
H 0.29 -3.20 4.43  0.000
H -0.40 -1.06 3.40  0.000
H 1.87 0.28 4.04  0.000
H 1.73 2.01 5.75  0.000
H 1.00 4.19 6.48  0.000
H -0.49 4.71 5.71  0.000
H 1.04 5.42 5.22  0.000
H -0.14 4.60 2.95  0.000
H 3.78 -3.21 1.98  0.000
C 0.04 -0.63 -3.28  0.004
N 0.80 0.46 -2.57  0.004
C 0.21 1.78 -3.02  -0.001
N 0.25 1.93 -4.46  -0.001
C -0.48 0.82 -5.08  0.000
N 0.10 -0.48 -4.72  0.001
C 1.50 -0.49 -5.15  0.000
N 2.27 0.59 -4.53  0.000
C 2.22 0.42 -3.09  0.002
C 1.65 1.87 -4.90  0.000
H -0.99 -0.59 -2.94  0.000
H 0.48 -1.59 -2.99  0.001
H 0.76 2.58 -2.54  0.000
H -0.82 1.81 -2.67  0.000
H -0.45 0.93 -6.16  0.000
H -1.52 0.85 -4.75  0.000
H 1.53 -0.37 -6.24  0.000
H 1.95 -1.45 -4.89  0.000
H 2.79 1.22 -2.60  0.000
H 2.66 -0.53 -2.83  0.000
H 1.69 1.99 -5.98  0.000
H 2.20 2.68 -4.42  0.000
O -1.83 -1.09 1.07  0.006
C -2.11 -0.45 0.08  0.007
O -1.27 0.16 -0.74  0.048
C -3.55 -0.25 -0.31  0.000
C -4.51 -1.02 0.31  0.000
C -5.84 -0.78 0.01  0.000
C -6.24 0.21 -0.86  0.000
C -5.25 0.95 -1.46  0.000
C -3.91 0.74 -1.21  0.001
N -5.64 2.02 -2.41  0.000
O -4.78 2.41 -3.19  0.000
O -6.78 2.41 -2.38  0.000
N -6.88 -1.63 0.64  0.000
O -6.50 -2.62 1.24  0.000
O -8.04 -1.30 0.49  0.000
H -4.23 -1.78 1.02  0.000
H -7.29 0.39 -1.06  0.000
H -3.16 1.34 -1.70  0.000
C -1.35 -3.73 -1.14  0.000
S -0.28 -3.49 0.29  0.005
C 0.74 -4.97 0.10  0.001
H -1.99 -4.60 -1.01  0.000
H -0.75 -3.85 -2.05  0.000
H -1.98 -2.84 -1.24  0.000
H 1.19 -5.00 -0.89  0.000
H 0.14 -5.87 0.27  0.000
H 1.53 -4.91 0.85  0.000

Entry 2:
C12H23F3NO10P3 | wB97M-V/def2-TZVPD

Output
HOMO ... -9.00 eV
E ... -2601.76978 Eh
SMILES string ... C#CCP(COC(F)(F)F)N=C=O.COP(=O)(OC)OC.COP(=O)(OC)OC
HOMO-LUMO gap ... 7.5 eV

Each line ends with the Mulliken charge.
CARTESIAN COORDINATES (ANGSTROEM)
C 3.32 2.01 -1.18  0.099
C 2.74 3.04 -1.06  -0.646
C 1.92 4.26 -0.91  -0.546
P 1.52 4.85 -2.65  0.088
C -0.04 3.93 -3.18  -0.495
O -1.26 4.68 -3.10  -0.352
C -1.81 4.68 -1.87  0.844
F -1.10 5.37 -0.95  -0.244
F -2.98 5.30 -1.96  -0.276
F -2.00 3.46 -1.36  -0.220
N 1.06 6.55 -2.62  -0.324
C 1.90 7.22 -2.04  0.617
O 2.56 7.84 -1.33  -0.400
H 3.65 1.01 -1.33  0.447
H 2.52 5.02 -0.41  0.411
H 1.03 4.05 -0.30  0.296
H 0.11 3.74 -4.25  0.386
H -0.08 2.95 -2.69  0.288
C -0.97 -2.08 -0.80  -0.637
O -2.31 -2.58 -1.00  -0.285
P -3.51 -1.41 -1.22  1.088
O -4.10 -1.39 0.16  -0.662
O -4.32 -2.33 -2.26  -0.329
C -4.70 -3.65 -1.87  -0.639
O -4.21 -0.06 -1.89  -0.352
C -3.77 1.20 -1.35  -0.593
H -0.30 -2.93 -0.65  0.103
H -0.64 -1.52 -1.68  0.343
H -0.93 -1.44 0.08  0.344
H -4.87 -3.72 -0.80  0.338
H -3.93 -4.36 -2.18  0.239
H -5.63 -3.90 -2.39  0.235
H -2.69 1.23 -1.24  0.223
H -4.24 1.37 -0.38  0.338
H -4.08 1.99 -2.03  0.263
C 1.00 -2.13 4.81  -0.771
O 1.11 -2.96 3.64  -0.274
P 2.67 -3.26 3.07  1.051
O 2.65 -2.27 1.93  -0.623
O 2.30 -4.76 2.59  -0.359
C 1.15 -4.94 1.76  -0.407
O 4.30 -3.64 3.00  -0.319
C 5.20 -2.61 3.41  -0.667
H -0.06 -2.01 5.04  0.233
H 1.49 -2.60 5.66  0.335
H 1.44 -1.15 4.62  0.337
H 0.96 -4.06 1.14  0.095
H 0.28 -5.15 2.38  0.276
H 1.33 -5.80 1.11  0.281
H 4.87 -2.13 4.33  0.307
H 5.29 -1.86 2.62  0.278
H 6.18 -3.06 3.58  0.240

Entry 3:
C3H8NS | wB97M-V/def2-TZVPD

Output
HOMO ... -2.49 eV
Energy relative to the best compared isomer or geometry (same formula, charge and spin) ... 124.8 kJ/mol
Total charge ... -1
E ... -572.03073 Eh
HOMO-LUMO gap ... 6.7 eV

Each line ends with the Mulliken charge.
CARTESIAN COORDINATES (ANGSTROEM)
C -1.91 -1.90 0.00  -0.094
N -2.62 -2.95 0.28  -0.603
H -1.05 -1.72 0.62  0.221
H -2.06 -1.10 -0.75  0.165
H -3.25 -3.12 -0.55  0.216
C 2.71 1.33 0.08  -0.966
C 1.25 1.93 0.09  -0.476
S 0.07 0.62 -0.18  -0.661
H 2.96 0.78 -0.86  0.233
H 2.70 0.56 0.89  0.230
H 3.45 2.11 0.18  0.334
H 1.16 2.72 -0.67  0.212
H 1.07 2.37 1.06  0.188

Entry 4:
CH26O16Zn | wB97M-V/def2-TZVPD

Output
HOMO ... -10.00 eV
Energy relative to the best compared isomer or geometry (same formula, charge and spin) ... 0.0 kJ/mol
E ... -3036.90295 Eh
HOMO-LUMO gap ... 8.7 eV

Each line ends with the Mulliken charge.
CARTESIAN COORDINATES (ANGSTROEM)
Zn 2.10 0.65 -0.19  0.340
C 0.01 -0.05 0.05  1.623
O 0.47 0.28 -1.12  -0.771
O -1.24 0.19 0.30  0.258
O 0.85 -0.32 0.98  -0.589
O 0.34 -3.03 1.04  -0.694
H 0.44 -2.23 0.53  0.131
H 0.51 -2.63 1.86  0.390
O -1.62 1.38 2.40  -0.689
H -1.27 2.26 2.18  0.322
H -1.59 0.88 1.63  0.252
O 0.77 -2.81 -1.85  -0.672
H -0.13 -2.52 -1.90  0.341
H 1.06 -2.98 -2.78  0.306
O 1.50 2.48 0.46  -0.418
H 1.50 2.53 1.44  0.307
H 1.72 3.35 0.09  0.289
O -1.74 -1.67 2.57  -0.620
H -1.44 -1.15 1.87  0.202
H -2.69 -1.57 2.67  0.292
O 2.90 -1.29 -0.65  -0.427
H 3.24 -1.79 0.15  0.335
H 2.40 -1.93 -1.21  0.314
O 0.71 -0.42 3.78  -0.699
H 0.36 -0.10 2.96  0.298
H 0.34 -1.36 3.83  0.335
O -3.95 0.42 0.48  -0.683
H -2.98 0.27 0.44  0.414
H -4.13 0.62 -0.46  0.319
O -1.70 -2.00 -1.62  -0.893
H -1.53 -1.25 -1.02  0.058
H -1.78 -2.78 -1.06  0.339
O -0.92 0.45 -3.62  -0.678
H -0.30 0.65 -4.33  0.312
H -0.42 0.10 -2.86  0.258
O 0.84 2.91 -2.52  -0.571
H -0.02 2.87 -2.11  0.423
H 0.83 3.08 -3.44  0.232
O -1.57 2.44 -1.03  -0.887
H -1.89 2.40 -1.90  0.259
H -1.48 1.58 -0.66  0.122
O 3.63 0.66 1.20  -0.390
H 3.79 0.00 1.94  0.311
H 4.11 1.43 1.46  0.297

Entry 5:
C5H7IN2O | wB97M-V/def2-TZVPD

Output
HOMO (alpha / beta) ... -8.62 / -8.62 eV
Energy relative to the best compared isomer or geometry (same formula, charge and spin) ... 427.5 kJ/mol
E ... -676.99418 Eh
SMILES string ... C=C(N=O)[C@@H](I)/N=C/C
HOMO-LUMO gap (alpha / beta) ... 7.9 / 7.9 eV

Each line ends with the Mulliken charge.
CARTESIAN COORDINATES (ANGSTROEM)
C -0.88 -0.36 -1.94  -0.930
C -0.68 -1.01 -0.77  0.534
N -0.08 -2.28 -0.88  0.041
O 0.82 -2.51 -1.62  -0.393
C -1.21 -0.56 0.50  -0.387
I -2.05 -2.35 1.46  0.038
N -0.24 0.18 1.19  -0.393
C 0.65 0.82 0.62  0.334
C 1.55 1.67 1.44  -1.054
H -0.32 -0.58 -2.77  0.407
H -1.62 0.47 -1.98  0.242
H -2.21 -0.10 0.19  0.410
H 0.88 0.80 -0.49  0.304
H 1.31 2.73 1.47  0.265
H 2.55 1.68 1.01  0.311
H 1.53 1.39 2.56  0.269